This record from the OMol25 dataset describes a cluster of 19 separate species, C76H152O38S19 in total at a distorted geometry. The level of theory is wB97M-V/def2-TZVPD.

Charge: 0
Kohn-Sham gap, Eh: 0.34691
Electronic energy, Ha: -13411.27207

Cartesian coordinates (Å):
C (-4.93570, 9.41681, -0.10559)
C (-5.17490, 8.71635, 1.17742)
C (-3.86472, 8.56795, 2.01424)
S (-2.57831, 8.47192, 0.72389)
O (-2.07790, 7.09094, 0.70088)
O (-1.65834, 9.63088, 0.93924)
C (-3.66301, 8.76771, -0.73446)
H (-4.70265, 10.45735, 0.12042)
H (-5.84875, 9.39580, -0.70057)
H (-5.72588, 7.78010, 1.08819)
H (-5.84830, 9.33567, 1.76993)
H (-3.77268, 7.71654, 2.68858)
H (-3.55245, 9.45334, 2.56801)
H (-3.94469, 7.75068, -1.00723)
H (-3.02606, 9.12832, -1.54214)
C (-2.71876, -0.69957, -2.50215)
C (-3.28781, -0.49169, -3.85624)
C (-4.45604, -1.42373, -4.11567)
S (-4.17765, -2.83478, -2.83983)
O (-3.79895, -4.11079, -3.52574)
O (-5.30226, -2.74515, -1.86359)
C (-2.75719, -2.15226, -2.05561)
H (-3.34360, -0.17348, -1.78041)
H (-1.67937, -0.37329, -2.46610)
H (-2.51405, -0.65570, -4.60624)
H (-3.62806, 0.52223, -4.06670)
H (-4.60351, -1.80132, -5.12749)
H (-5.41763, -0.96975, -3.87617)
H (-1.87618, -2.67495, -2.42806)
H (-2.75978, -2.41527, -0.99781)
C (-7.16379, -0.63365, 1.98329)
C (-6.45448, -1.57824, 1.08406)
C (-4.98393, -1.56679, 1.45573)
S (-4.58567, 0.26480, 1.93738)
O (-4.27135, 1.04941, 0.70452)
O (-3.80711, 0.32070, 3.20670)
C (-6.30964, 0.62654, 2.35852)
H (-7.53940, -1.11562, 2.88591)
H (-8.04972, -0.20835, 1.51173)
H (-6.54370, -1.34298, 0.02351)
H (-6.93965, -2.55360, 1.12119)
H (-4.16710, -1.88414, 0.80753)
H (-4.92304, -2.20696, 2.33583)
H (-6.69666, 1.50678, 1.84520)
H (-6.35923, 0.76187, 3.43895)
C (6.89959, -5.19236, -0.34581)
C (5.62179, -5.10037, -1.18269)
C (6.05806, -5.29250, -2.66396)
S (7.76950, -6.04985, -2.61426)
O (8.70636, -4.98000, -3.01532)
O (7.77436, -7.36841, -3.25763)
C (7.81489, -6.32272, -0.73034)
H (6.75767, -5.39342, 0.71604)
H (7.50841, -4.28880, -0.37756)
H (5.27934, -4.07475, -1.04506)
H (4.93416, -5.85141, -0.79385)
H (6.23558, -4.40026, -3.26438)
H (5.49258, -6.13842, -3.05479)
H (8.76851, -6.24508, -0.20815)
H (7.38164, -7.29777, -0.50750)
C (2.05260, 5.36531, -1.98503)
C (2.92007, 4.90424, -3.21711)
C (3.23487, 6.11624, -4.15984)
S (1.79897, 7.22644, -4.01528)
O (0.92357, 7.11486, -5.15156)
O (2.28599, 8.54999, -3.62160)
C (0.99143, 6.33060, -2.58331)
H (2.77258, 5.96693, -1.43023)
H (1.71033, 4.54347, -1.35611)
H (2.36576, 4.10432, -3.70801)
H (3.80132, 4.47975, -2.73618)
H (3.49005, 5.92261, -5.20172)
H (4.03598, 6.67254, -3.67317)
H (0.10317, 5.86785, -3.01338)
H (0.71300, 7.15673, -1.92902)
C (5.74579, 1.59357, 0.12722)
C (6.39067, 1.52128, -1.23204)
C (7.20350, 0.14349, -1.35137)
S (7.57977, -0.41707, 0.34990)
O (9.00382, -0.38071, 0.62021)
O (6.78728, -1.60851, 0.73909)
C (6.72655, 1.03296, 1.19897)
H (4.83168, 1.00589, 0.21182)
H (5.55412, 2.65552, 0.28099)
H (7.06864, 2.37437, -1.20557)
H (5.66160, 1.64616, -2.03264)
H (8.20252, 0.29299, -1.76092)
H (6.69172, -0.68455, -1.84180)
H (7.54336, 1.74799, 1.29721)
H (6.33679, 0.78130, 2.18531)
C (2.84852, -3.06678, 3.80519)
C (4.33077, -2.76186, 3.42502)
C (4.79975, -3.69898, 2.23938)
S (3.20803, -3.81779, 1.21916)
O (3.08089, -5.21981, 0.80967)
O (3.10534, -2.80200, 0.17467)
C (2.02791, -3.26909, 2.51851)
H (2.50106, -2.26806, 4.46049)
H (2.75421, -3.98764, 4.38071)
H (4.96584, -2.74104, 4.31065)
H (4.49266, -1.72031, 3.14740)
H (4.91781, -4.73800, 2.54693)
H (5.68795, -3.54515, 1.62655)
H (1.04061, -3.72501, 2.59233)
H (1.79739, -2.22374, 2.31306)
C (-6.38180, 2.13562, 5.92862)
C (-5.94476, 3.33974, 5.07887)
C (-4.51539, 3.70748, 5.64015)
S (-4.54377, 3.40534, 7.47023)
O (-4.52213, 4.65337, 8.19699)
O (-3.66016, 2.28505, 7.76628)
C (-6.24441, 2.70763, 7.39519)
H (-5.71291, 1.29738, 5.73358)
H (-7.37899, 1.77048, 5.68288)
H (-6.50519, 4.27336, 5.03032)
H (-5.74336, 2.91119, 4.09710)
H (-4.22094, 4.73910, 5.44743)
H (-3.74663, 3.05711, 5.22285)
H (-6.98531, 3.50081, 7.49540)
H (-6.38655, 2.06370, 8.26308)
C (0.85926, 0.70463, -0.76031)
C (0.30279, 1.81734, 0.18917)
C (-1.11602, 1.34586, 0.55705)
S (-0.82373, -0.38548, 1.14650)
O (-1.98331, -1.17769, 0.94680)
O (-0.08903, -0.42633, 2.43205)
C (0.41227, -0.75635, -0.24642)
H (1.94918, 0.70505, -0.77277)
H (0.44617, 0.91959, -1.74583)
H (0.27085, 2.80696, -0.26663)
H (0.99260, 1.92472, 1.02628)
H (-1.81798, 1.17146, -0.25839)
H (-1.58764, 1.77693, 1.44013)
H (-0.18939, -1.23614, -1.01838)
H (1.09723, -1.55668, 0.03358)
C (-0.85055, -3.68185, 6.05810)
C (-0.54510, -2.41407, 5.24828)
C (-1.74006, -1.48092, 5.24694)
S (-3.25436, -2.49277, 5.80333)
O (-4.26635, -2.50788, 4.80639)
O (-3.57145, -2.07605, 7.20850)
C (-2.33850, -4.07902, 5.75606)
H (-0.73260, -3.50828, 7.12770)
H (-0.15825, -4.50463, 5.87963)
H (-0.21214, -2.66626, 4.24149)
H (0.28001, -1.94597, 5.78509)
H (-1.92366, -1.26665, 4.19410)
H (-1.70707, -0.53061, 5.77978)
H (-2.28861, -4.32597, 4.69558)
H (-2.82775, -4.88510, 6.30286)
C (-5.99000, -7.17705, 1.89044)
C (-6.35854, -5.71224, 1.90734)
C (-5.32707, -5.08059, 2.96024)
S (-4.68606, -6.40282, 4.09322)
O (-4.99965, -6.20380, 5.47893)
O (-3.32560, -6.88351, 3.75634)
C (-5.81948, -7.57309, 3.36094)
H (-5.02668, -7.28768, 1.39258)
H (-6.69516, -7.80511, 1.34600)
H (-7.35579, -5.51661, 2.30148)
H (-6.09726, -5.21844, 0.97140)
H (-5.70963, -4.29878, 3.61638)
H (-4.42065, -4.72036, 2.47370)
H (-6.77230, -7.57131, 3.89032)
H (-5.47338, -8.59337, 3.52634)
C (7.07758, 1.07745, -6.71757)
C (6.85131, 1.73792, -5.31231)
C (5.33487, 1.79894, -5.02907)
S (4.61980, 2.23718, -6.66155)
O (4.38345, 3.69588, -6.75799)
O (3.52027, 1.30354, -6.89963)
C (6.11175, 1.67597, -7.68833)
H (6.98809, -0.00886, -6.72000)
H (8.08862, 1.33108, -7.03629)
H (7.21663, 2.76404, -5.35386)
H (7.45942, 1.23708, -4.55902)
H (5.04918, 2.48470, -4.23143)
H (4.93037, 0.79791, -4.87943)
H (6.46679, 2.63141, -8.07457)
H (5.76823, 1.08445, -8.53699)
C (-1.55522, -7.06947, -0.61106)
C (-1.36503, -7.45195, 0.84319)
C (-0.81536, -6.21131, 1.54075)
S (-1.47702, -4.70491, 0.57916)
O (-0.39965, -3.97616, 0.00706)
O (-2.42828, -4.02634, 1.45728)
C (-2.25602, -5.67439, -0.75993)
H (-2.11788, -7.84338, -1.13316)
H (-0.63921, -7.20083, -1.18705)
H (-0.83138, -8.39390, 0.96992)
H (-2.37998, -7.63681, 1.19506)
H (0.26512, -6.07336, 1.50034)
H (-1.29945, -6.00596, 2.49552)
H (-2.09808, -5.18562, -1.72131)
H (-3.32615, -5.75381, -0.56859)
C (-0.72057, 3.90428, -5.82892)
C (0.24256, 2.76242, -5.59009)
C (-0.46084, 1.46380, -6.05018)
S (-1.94547, 1.80457, -7.07384)
O (-3.14523, 1.74107, -6.28437)
O (-1.88466, 1.14422, -8.37886)
C (-1.47706, 3.58356, -7.16375)
H (-0.13330, 4.77584, -6.11800)
H (-1.46308, 4.11793, -5.06007)
H (0.58422, 2.78514, -4.55528)
H (1.25068, 2.97773, -5.94424)
H (-0.88016, 0.96023, -5.17915)
H (0.10989, 0.74295, -6.63562)
H (-2.36298, 4.13897, -7.47156)
H (-0.78024, 3.42614, -7.98702)
C (-1.50559, 4.71903, 3.42349)
C (-0.23236, 4.21083, 2.65014)
C (0.75825, 5.31269, 3.07283)
S (0.57769, 5.44655, 4.90627)
O (0.57113, 6.87254, 5.29887)
O (1.45863, 4.46251, 5.54144)
C (-1.11388, 4.80027, 4.93378)
H (-2.17364, 3.89488, 3.17334)
H (-1.85042, 5.61111, 2.90061)
H (-0.43054, 4.11581, 1.58253)
H (0.15797, 3.22215, 2.89149)
H (0.31285, 6.22105, 2.66710)
H (1.76375, 5.27443, 2.65376)
H (-1.84124, 5.54257, 5.26247)
H (-1.33497, 3.92402, 5.54319)
C (0.49540, -5.72438, -4.39475)
C (0.86103, -4.79476, -3.16810)
C (2.33103, -5.14676, -2.83972)
S (2.56426, -6.90151, -3.33926)
O (2.71425, -7.78384, -2.17779)
O (3.60195, -6.85924, -4.36534)
C (0.85647, -7.17945, -4.10241)
H (0.96859, -5.31022, -5.28507)
H (-0.57244, -5.64797, -4.59961)
H (0.21511, -4.91620, -2.29854)
H (0.78102, -3.71986, -3.33022)
H (2.66100, -5.06938, -1.80375)
H (3.18798, -4.63283, -3.27515)
H (0.20599, -7.57125, -3.32045)
H (0.96179, -7.98740, -4.82645)
C (4.14397, -1.94673, -5.06502)
C (4.22745, -1.81184, -3.46992)
C (2.91077, -1.47503, -2.73574)
S (1.89288, -0.62940, -4.07079)
O (2.20197, 0.79078, -3.90759)
O (0.50758, -1.12300, -3.99956)
C (2.81302, -1.44115, -5.56366)
H (4.31943, -2.98800, -5.33536)
H (5.00220, -1.37499, -5.41809)
H (4.91797, -1.01646, -3.18946)
H (4.73947, -2.70075, -3.10145)
H (3.02241, -0.96515, -1.77884)
H (2.43067, -2.42348, -2.49481)
H (2.70384, -0.63745, -6.29183)
H (2.13529, -2.23120, -5.88707)
C (-5.39641, 3.81130, -1.00808)
C (-4.37689, 4.84075, -0.31971)
C (-2.95647, 4.34818, -0.66465)
S (-2.99857, 3.67174, -2.35440)
O (-2.00594, 2.57964, -2.53368)
O (-3.11435, 4.71086, -3.36185)
C (-4.76149, 2.91723, -2.13696)
H (-6.23373, 4.32586, -1.47948)
H (-5.71816, 3.16605, -0.19062)
H (-4.46214, 4.88294, 0.76613)
H (-4.57240, 5.75659, -0.87747)
H (-2.50636, 3.58330, -0.03185)
H (-2.19090, 5.12303, -0.62472)
H (-4.67987, 1.86015, -1.88394)
H (-5.31116, 2.97925, -3.07617)
C (2.33949, 0.78762, 6.18501)
C (3.85884, 0.99078, 6.60003)
C (4.31518, 2.32176, 5.83503)
S (3.62548, 2.07259, 4.17625)
O (4.36045, 1.03663, 3.51377)
O (3.29705, 3.30697, 3.40648)
C (2.08476, 1.29525, 4.77814)
H (1.68806, 1.31282, 6.88352)
H (2.34791, -0.30126, 6.23349)
H (4.50835, 0.24210, 6.14647)
H (4.01694, 1.05721, 7.67645)
H (5.38646, 2.52150, 5.85848)
H (3.68651, 3.14806, 6.16686)
H (1.74371, 0.49790, 4.11783)
H (1.39287, 2.13624, 4.73234)